(1)
172
Properties=species:S:1:pos:R:3:forces:R:3 method="wB97M-V/def2-TZVPD" total_charge=+1 lumo_energy_ha=-0.1236 homo_lumo_gap_ha=0.317 mol_weight_g_mol=1256.13
C 4.9162 0.7237 5.4231 -0.79 -0.27 -0.41
C 4.6442 1.0122 3.9469 0.25 0.53 -0.20
C 5.8966 1.3924 3.1322 -0.65 -0.14 -0.21
C 5.6232 2.3985 2.0020 0.09 -0.73 0.27
C 5.0802 1.7307 0.7257 -0.05 0.73 0.57
C 3.5542 1.7244 0.7608 0.10 0.33 -0.82
C 2.9454 0.8090 -0.3013 -0.12 -0.02 0.34
C 1.4607 0.4489 -0.0931 0.38 0.22 -0.60
N 0.9299 0.9350 1.2068 -1.45 0.61 -1.57
C -0.3511 0.6525 1.5193 0.58 -0.02 -0.10
N -1.0473 -0.3315 0.8721 -0.03 -0.19 0.28
C -1.0142 -1.7121 1.3679 -0.04 -0.19 0.31
C 0.3380 -2.2526 1.8516 0.01 -0.86 0.00
C 0.9785 -3.1907 0.8111 -0.07 1.04 0.18
Br 2.9222 -3.1065 0.9189 -0.23 -0.20 -0.08
N -0.9750 1.3226 2.4896 0.41 -0.31 0.39
C -2.4000 1.0418 2.7600 -1.28 0.68 0.29
C -3.3584 1.5942 1.6827 1.36 -0.14 -0.57
C -2.8883 2.8909 1.0169 -0.81 0.25 0.26
C -3.2113 4.1241 1.8657 -0.10 -0.09 -0.56
C -3.0884 5.4430 1.1105 0.52 0.03 0.60
C -1.6330 5.8903 0.9490 -0.63 0.27 0.02
C -0.2406 2.3236 3.2427 -0.17 0.30 1.05
F -0.9969 2.7717 4.2689 0.90 -0.37 -1.07
F 0.0621 3.3869 2.4484 0.06 -0.92 0.70
F 0.8985 1.7998 3.7583 -1.02 0.73 -0.61
H 4.0084 0.9350 5.9844 -0.07 -0.04 0.22
H 5.1262 -0.3317 5.5580 0.44 -0.05 0.23
H 5.7000 1.3540 5.8242 0.26 -0.05 0.03
H 3.9356 1.8409 3.8806 -0.04 0.16 0.06
H 4.1504 0.1745 3.4557 -0.14 -0.22 0.12
H 6.2675 0.4881 2.6545 0.49 -0.10 0.23
H 6.6502 1.7729 3.8137 0.19 0.04 0.01
H 4.8726 3.1075 2.3511 0.12 0.37 0.00
H 6.5459 2.9318 1.8000 0.08 0.17 -0.17
H 5.4179 2.3406 -0.1083 -0.05 -0.19 -0.39
H 5.4769 0.7260 0.6020 0.10 -0.14 0.02
H 3.1781 1.5483 1.7619 0.11 -0.40 0.16
H 3.2608 2.7476 0.5065 -0.21 0.16 0.22
H 3.0292 1.3116 -1.2600 0.05 0.00 -0.19
H 3.5237 -0.1046 -0.3986 0.05 -0.18 0.21
H 1.3255 -0.6126 -0.2423 -0.15 -0.25 0.48
H 0.8887 0.9355 -0.8845 -0.20 0.04 -0.02
H 1.0517 1.9455 1.1820 0.67 -0.01 0.84
H -1.1659 -0.1991 -0.1181 0.47 -0.10 -0.16
H -1.7506 -1.8692 2.1537 -0.18 0.28 0.17
H -1.3522 -2.3456 0.5567 -0.04 0.53 -0.19
H 0.1403 -2.8692 2.7240 0.01 0.06 0.27
H 1.0561 -1.5055 2.1737 -0.09 0.35 -0.07
H 0.6392 -4.2054 0.9538 0.15 -0.25 -0.02
H 0.6921 -2.8432 -0.1765 0.23 -0.20 -0.31
H -2.5620 -0.0156 2.9092 0.21 -0.24 -0.12
H -2.6872 1.4926 3.6998 0.43 0.15 0.24
H -3.3977 0.8346 0.9091 -0.48 -0.15 -0.08
H -4.3366 1.7713 2.1116 -0.19 -0.33 0.14
H -3.4833 2.9969 0.1114 0.04 -0.01 -0.25
H -1.8498 2.8530 0.6901 0.19 0.03 0.02
H -4.2484 4.0169 2.1814 -0.12 -0.06 0.16
H -2.6073 4.1669 2.7687 0.15 0.05 0.13
H -3.6199 5.3926 0.1645 -0.03 0.00 -0.19
H -3.5712 6.2013 1.7217 -0.24 0.13 -0.03
H -1.1070 5.3671 0.1580 0.19 -0.15 0.00
H -1.6141 6.9542 0.7311 0.15 0.10 -0.23
H -1.1351 5.7694 1.9065 0.31 -0.12 0.03
C -2.9879 -5.4148 -3.7687 -0.17 0.00 -0.10
O -2.1669 -5.2801 -2.5995 -0.14 0.00 -0.25
C -0.9498 -5.8147 -2.7098 0.01 0.01 0.13
O -0.4908 -6.3545 -3.6764 -0.13 -0.06 0.32
O -0.3397 -5.6264 -1.5396 0.11 0.09 0.19
C 1.0180 -6.0667 -1.4464 0.28 0.01 -0.01
H -3.9343 -4.9345 -3.5390 0.04 0.03 0.13
H -2.5297 -4.9159 -4.6199 0.07 -0.08 -0.02
H -3.1634 -6.4638 -3.9949 0.10 -0.01 -0.05
H 1.6443 -5.5094 -2.1409 -0.01 -0.07 -0.09
H 1.1146 -7.1347 -1.6264 -0.12 0.00 -0.12
H 1.3332 -5.8466 -0.4306 -0.05 -0.02 0.01
C -3.5908 -5.3695 4.7564 -0.12 -0.06 0.29
O -3.9574 -4.9593 3.4319 0.11 -0.31 -0.08
C -2.9663 -5.0117 2.5478 -0.14 -0.08 0.11
O -1.8315 -5.3429 2.7738 0.19 0.11 0.02
O -3.4358 -4.6157 1.3657 -0.07 0.12 -0.05
C -2.4434 -4.5859 0.3378 0.04 -0.05 -0.06
H -4.4849 -5.2764 5.3651 -0.07 0.05 -0.12
H -3.2588 -6.4048 4.7586 0.10 0.03 -0.05
H -2.8139 -4.7213 5.1576 0.08 -0.05 -0.06
H -2.0175 -5.5688 0.1750 0.02 -0.02 0.07
H -1.6604 -3.8790 0.6087 -0.09 -0.72 -0.04
H -2.9199 -4.2491 -0.5736 -0.22 -0.01 0.04
C -4.9501 -2.3142 2.9350 -0.10 0.27 -0.17
O -5.1481 -0.9240 3.2416 0.17 0.02 -0.30
C -5.7331 -0.7064 4.4185 -0.11 0.02 0.19
O -6.0824 -1.5509 5.1970 0.03 -0.03 -0.03
O -5.8547 0.6102 4.5855 0.11 -0.02 -0.17
C -6.4713 0.9904 5.8210 -0.32 0.20 0.26
H -4.4698 -2.3540 1.9637 0.00 0.14 -0.08
H -4.3093 -2.7690 3.6736 -0.03 -0.03 0.23
H -5.9018 -2.8368 2.8814 0.03 -0.05 0.13
H -5.8815 0.6447 6.6673 -0.03 -0.04 -0.01
H -7.4832 0.5961 5.8816 0.04 -0.12 0.00
H -6.5080 2.0756 5.8281 -0.04 -0.15 0.00
C 10.4690 -0.2257 5.7117 0.15 0.16 0.07
O 10.1067 -1.5925 5.5019 0.07 0.00 0.03
C 8.9098 -1.7659 4.9539 0.10 -0.08 0.05
O 8.1437 -0.8940 4.6358 -0.14 0.12 -0.06
O 8.7018 -3.0736 4.8163 -0.01 -0.09 -0.01
C 7.4435 -3.4117 4.2355 -0.14 -0.15 -0.07
H 11.4579 -0.2335 6.1594 0.00 -0.14 0.00
H 10.5065 0.3111 4.7659 -0.10 0.01 0.00
H 9.7700 0.2567 6.3920 -0.07 0.01 -0.07
H 7.3609 -3.0005 3.2306 -0.03 0.09 0.04
H 6.6242 -3.0546 4.8575 0.00 0.09 -0.04
H 7.4079 -4.4957 4.1834 0.12 -0.01 0.06
C 0.9152 -8.5350 -9.8844 0.03 -0.15 -0.19
O 0.1459 -7.6093 -9.1133 -0.06 0.00 -0.04
C 0.7769 -7.1338 -8.0417 -0.06 -0.03 -0.08
O 1.8926 -7.4160 -7.6967 0.11 -0.02 0.05
O -0.0431 -6.2909 -7.4179 -0.14 0.17 0.06
C 0.5115 -5.7017 -6.2367 0.30 0.20 -0.28
H 0.2887 -8.8396 -10.7173 -0.10 0.08 0.05
H 1.8166 -8.0606 -10.2669 0.05 -0.01 0.09
H 1.1734 -9.4090 -9.2900 0.08 0.05 0.05
H 1.3952 -5.1131 -6.4862 0.02 -0.06 -0.03
H 0.7563 -6.4602 -5.5105 0.11 -0.12 0.02
H -0.2492 -5.0462 -5.8301 -0.10 -0.16 -0.03
C -4.0618 3.4544 5.3656 0.06 -0.36 0.00
O -4.7024 4.7154 5.5075 -0.01 0.10 -0.03
C -5.5709 4.7694 6.5249 0.10 0.35 -0.22
O -5.8223 3.8647 7.2728 -0.07 -0.22 0.16
O -6.0955 5.9862 6.5534 0.00 0.02 -0.01
C -7.0511 6.1935 7.6001 -0.17 0.15 0.14
H -3.3943 3.5352 4.5172 -0.03 0.19 -0.03
H -3.4806 3.2085 6.2537 -0.08 -0.03 0.08
H -4.7932 2.6692 5.1680 0.25 0.14 0.04
H -6.5872 6.0569 8.5745 0.00 -0.10 -0.01
H -7.8962 5.5181 7.4863 0.05 -0.08 0.04
H -7.3945 7.2187 7.5057 0.09 0.02 -0.11
C -4.6060 3.4643 -5.3730 -0.21 -0.02 -0.17
O -4.0070 3.8787 -4.1379 -0.07 0.02 0.03
C -2.7024 3.6635 -4.0646 -0.12 -0.01 0.08
O -2.0115 3.1603 -4.9096 -0.08 -0.09 -0.01
O -2.2720 4.0887 -2.8712 0.04 0.04 0.15
C -0.8694 3.9229 -2.6790 0.20 -0.05 0.19
H -5.6632 3.6971 -5.2964 0.02 0.06 0.14
H -4.1764 4.0114 -6.2090 0.09 -0.06 0.00
H -4.4813 2.3936 -5.5188 0.11 0.01 -0.03
H -0.3036 4.5019 -3.4047 0.01 -0.08 -0.08
H -0.5945 2.8694 -2.7459 0.02 0.01 -0.16
H -0.6379 4.2853 -1.6808 -0.18 0.08 0.01
C 0.4397 4.4480 -6.2533 -0.12 -0.08 -0.08
O 1.8315 4.1104 -6.1713 -0.07 0.04 0.06
C 2.6579 5.0889 -6.5403 0.05 -0.12 0.01
O 2.3354 6.1810 -6.9173 -0.04 0.14 -0.02
O 3.9075 4.6396 -6.4164 0.07 -0.06 0.03
C 4.9111 5.5909 -6.7848 0.23 0.06 -0.04
H -0.1171 3.5774 -5.9366 0.14 -0.14 0.02
H 0.2123 5.2834 -5.5919 0.05 0.10 -0.11
H 0.1623 4.6924 -7.2766 0.08 0.14 0.01
H 4.8557 6.4726 -6.1497 -0.08 0.04 -0.06
H 4.8068 5.8733 -7.8300 -0.08 0.07 0.02
H 5.8697 5.1022 -6.6388 -0.06 -0.12 0.04
C 2.6172 1.0550 -6.5471 0.19 0.12 0.02
O 2.2112 -0.3127 -6.4044 0.12 -0.01 0.06
C 0.9285 -0.5342 -6.6698 0.13 -0.04 -0.05
O 0.1195 0.2903 -7.0004 -0.12 0.08 0.01
O 0.6909 -1.8379 -6.5063 -0.03 -0.11 0.08
C -0.6579 -2.2246 -6.7714 -0.16 -0.16 -0.03
H 3.6753 1.0949 -6.3057 0.00 -0.16 0.02
H 2.4744 1.3936 -7.5709 -0.13 0.03 0.02
H 2.0733 1.6957 -5.8602 -0.11 0.01 -0.08
H -0.9242 -2.0098 -7.8040 -0.03 0.10 0.02
H -1.3442 -1.7181 -6.0942 -0.01 0.11 -0.07
H -0.7111 -3.2970 -6.6044 0.11 0.13 -0.05

=====

(2)
162
Properties=species:S:1:pos:R:3:forces:R:3 method="wB97M-V/def2-TZVPD" total_charge=+8 lumo_energy_ha=-0.4006 homo_lumo_gap_ha=0.164 mol_weight_g_mol=995.34
C 16.6109 12.4403 14.0684 -2.04 2.87 2.17
O 15.7624 12.7686 12.8771 1.62 -0.79 -0.75
O 16.2120 13.3947 15.0950 1.60 -3.99 -2.66
C 16.5211 10.8364 14.3276 -0.51 2.17 0.82
F 15.3470 10.4487 14.7904 -1.33 -0.22 0.68
F 16.7169 10.0958 13.2470 0.54 -0.36 -1.54
F 17.4405 10.4039 15.2218 0.23 0.39 0.10
C 16.5202 13.3496 11.7531 -2.26 -0.04 1.16
C 15.4691 13.5656 10.6126 1.66 -0.50 0.49
H 15.2165 12.6016 10.1712 -0.47 0.03 0.17
H 14.6212 14.1180 11.0179 -0.04 -0.29 -0.06
H 15.9290 14.1461 9.8128 0.00 0.19 -0.04
H 17.3827 12.7216 11.5294 -0.10 -0.02 -0.42
H 16.8466 14.3429 12.0613 0.36 0.05 0.14
H 17.6604 12.4808 13.7768 0.46 0.56 -0.23
C 9.1864 17.5650 16.0802 -0.67 -0.76 0.93
C 10.2933 16.8037 15.4060 1.83 4.90 -3.57
O 10.9431 17.3866 14.5017 -2.00 -3.43 3.35
N 10.6908 15.4364 15.8175 -0.82 -0.60 -0.81
H 11.6913 15.4028 15.9511 0.78 0.25 -0.27
H 10.3124 15.2291 16.7307 -0.55 -0.28 0.37
C 10.3597 14.3367 14.7731 0.73 -0.36 0.40
H 9.3456 18.6433 16.0795 0.39 -0.24 -0.34
H 8.9672 17.2778 17.1086 0.41 -0.21 0.20
H 8.2168 17.3854 15.6157 0.05 -0.11 -0.53
H 10.6258 14.7136 13.7856 -0.01 0.10 0.27
H 9.3463 13.9360 14.7997 -0.10 0.73 0.35
H 11.0238 13.5216 15.0610 0.03 0.00 -0.28
C 12.3278 7.4142 10.3122 0.13 -0.68 -0.49
C 12.9923 6.0274 10.4132 -0.27 0.98 2.67
O 13.0074 5.3497 11.3959 0.08 0.27 -1.42
N 13.8178 5.5713 9.2226 0.39 0.81 0.08
H 13.9336 4.5711 9.3026 0.50 -0.55 0.35
H 13.1811 5.6763 8.4457 0.30 0.44 -1.02
C 15.1834 6.3829 9.1884 -1.38 -0.58 0.30
H 11.8163 7.4912 9.3528 -0.04 0.21 -0.04
H 13.0342 8.2383 10.4128 0.42 -0.22 -0.26
H 11.6173 7.6025 11.1171 0.01 -0.67 -0.01
H 15.5635 6.2235 10.1975 0.09 0.29 -0.13
H 14.8782 7.4116 8.9971 0.31 -0.14 0.10
H 15.9045 6.0197 8.4561 -0.53 -0.23 -0.11
C 23.0955 3.9592 20.1040 -0.03 -1.31 0.06
C 22.9838 3.8279 21.6113 0.44 3.20 -0.96
O 23.2188 4.7411 22.3588 -0.72 -2.68 -0.51
N 22.5160 2.4633 22.1608 1.24 1.00 1.09
H 21.5786 2.6562 22.4836 -0.43 -0.06 0.73
H 22.4258 1.6585 21.5573 0.26 0.14 -0.96
C 23.4624 2.0354 23.2878 -0.84 -0.71 0.34
H 22.4343 4.6530 19.5849 -0.30 0.22 0.75
H 22.8908 2.9785 19.6746 0.35 0.04 -0.36
H 24.1007 4.3015 19.8581 0.11 -0.22 0.11
H 23.0662 1.0552 23.5531 0.34 0.02 0.37
H 23.3963 2.7148 24.1376 -0.01 0.04 -0.34
H 24.4822 1.9292 22.9182 -0.22 0.22 -0.18
C 9.3829 13.1854 4.1997 -0.19 -0.12 -1.37
C 8.7221 13.2230 2.8026 -2.31 2.13 1.36
O 7.7759 13.9224 2.5162 2.60 -2.13 -0.10
N 9.2842 12.2068 1.7926 -1.39 -0.25 0.26
H 10.0302 12.6205 1.2519 0.15 0.49 -0.60
H 9.7350 11.4565 2.2964 0.17 -0.30 0.45
C 8.2083 11.5601 0.9003 0.14 0.13 0.41
H 9.1396 12.2292 4.6631 0.14 -0.13 0.00
H 8.9989 13.9818 4.8373 -0.05 -0.02 -0.38
H 10.4599 13.2835 4.0639 0.09 -0.10 0.24
H 7.7259 12.3361 0.3060 0.50 -0.23 -0.33
H 7.4170 11.1232 1.5094 0.29 0.13 0.39
H 8.7359 10.7413 0.4111 -0.29 0.39 -0.58
C 20.2032 20.4621 18.9386 -0.74 0.97 1.06
C 20.3576 20.7236 17.4237 -0.44 -1.46 2.03
N 21.3648 19.7205 17.0220 -2.23 -1.56 -0.97
C 22.6398 19.7926 17.3804 2.17 1.44 -0.82
C 23.3213 18.8570 16.6544 0.66 -0.81 0.99
N 22.3961 17.9929 16.1565 -2.98 1.19 -0.65
C 21.1571 18.5588 16.3598 1.36 1.21 0.02
C 22.5407 16.7862 15.3658 0.80 -0.74 -0.29
H 19.8396 19.4976 19.2930 0.06 -0.57 -1.08
H 19.4146 21.0934 19.3481 0.25 0.54 -0.03
H 21.0943 20.5973 19.5517 0.17 0.47 -0.35
H 20.6584 21.7362 17.1549 0.30 -0.24 0.14
H 19.3691 20.5326 17.0060 0.38 -0.26 -0.58
H 22.9751 20.6258 17.9802 0.29 -0.11 -0.20
H 24.3716 18.7202 16.4433 -0.04 -0.10 0.49
H 20.1933 18.3132 15.9389 0.28 -0.48 0.04
H 23.5786 16.6853 15.0485 -0.07 0.18 -0.04
H 21.9028 16.7957 14.4820 0.03 0.22 0.16
H 22.3219 15.8927 15.9505 -0.14 0.20 0.15
C 24.1539 14.1941 -2.1561 0.00 -0.30 -0.90
C 24.8718 14.5369 -0.8630 0.31 1.69 -1.59
N 24.2375 14.0192 0.3276 -1.18 1.25 1.79
C 24.3016 12.7320 0.7576 0.82 -1.05 -0.72
C 23.7602 12.6192 1.9754 -0.68 0.93 1.02
N 23.3189 13.8957 2.3387 0.07 0.40 -2.04
C 23.5666 14.7398 1.2728 0.44 -2.22 0.96
C 22.6011 14.2662 3.5616 -0.02 0.25 0.02
H 23.0676 14.1990 -2.0669 0.00 -0.69 0.38
H 24.5893 13.3076 -2.6173 -0.63 -0.37 0.19
H 24.2474 14.9329 -2.9521 0.69 0.44 0.35
H 24.9177 15.6259 -0.8518 -0.37 0.09 0.79
H 25.9355 14.3002 -0.8885 -0.17 -0.63 0.20
H 24.7526 11.9502 0.1646 0.05 0.19 -0.03
H 23.6149 11.7549 2.6065 0.12 0.19 -0.04
H 23.1833 15.7480 1.2186 0.46 0.02 -0.12
H 22.0696 15.1980 3.3686 0.02 -0.10 0.07
H 23.2859 14.4204 4.3954 0.14 -0.02 -0.19
H 21.8827 13.5011 3.8561 0.09 -0.03 -0.31
C 17.9441 0.4650 14.9159 -0.54 -1.45 0.23
C 17.7070 -0.3181 16.2516 1.08 1.51 0.23
N 17.4260 -1.7370 16.1334 -0.48 -2.06 -0.25
C 17.2290 -2.4675 14.9600 0.13 -2.05 0.82
C 16.8764 -3.7921 15.2934 0.39 3.36 2.59
N 16.8037 -3.7436 16.7238 1.56 1.98 -1.06
C 17.2240 -2.5448 17.2285 -0.85 -0.44 -3.86
C 16.4336 -4.7992 17.5754 -0.91 -2.25 1.14
H 18.7914 0.0257 14.3894 -0.16 -0.20 -0.15
H 18.1664 1.5320 14.9260 -0.21 -0.11 0.94
H 17.0212 0.3334 14.3509 0.18 0.10 -0.42
H 16.8896 0.0940 16.8433 0.05 0.27 -0.18
H 18.6134 -0.2952 16.8566 0.02 0.40 0.10
H 17.5375 -2.1130 13.9876 -0.34 0.25 0.18
H 16.6854 -4.7071 14.7524 -0.03 0.23 -0.02
H 17.3523 -2.2286 18.2532 -0.26 -0.28 -0.06
H 17.1742 -5.0083 18.3473 0.09 0.14 -0.15
H 16.2841 -5.7158 17.0048 0.19 0.08 -0.05
H 15.4764 -4.6171 18.0641 0.02 0.24 -0.03
C 17.6089 13.6642 24.1720 0.24 -0.47 -1.01
C 17.2842 12.9454 22.7746 1.15 2.23 0.51
N 17.0148 11.5540 22.8967 -4.47 -1.34 -1.23
C 17.7982 10.5672 23.3682 0.24 -0.60 0.84
C 17.0612 9.4260 23.4072 -1.39 -0.86 -1.12
N 15.8147 9.6779 22.7917 1.15 2.01 -0.06
C 15.7887 11.0211 22.5088 1.99 -1.90 1.19
C 14.6612 8.7591 22.5327 0.33 0.28 0.72
H 16.7784 13.6131 24.8762 -0.12 -0.33 -0.23
H 17.8466 14.7250 24.0925 -0.21 -0.02 -0.65
H 18.5009 13.2670 24.6565 -0.11 -0.42 -0.10
H 18.0380 12.9564 21.9874 0.78 0.70 0.54
H 16.4708 13.4544 22.2576 -0.42 -0.30 0.42
H 18.8168 10.7596 23.6712 -0.17 -0.09 0.15
H 17.2334 8.4163 23.7496 0.41 0.25 0.00
H 14.9314 11.4890 22.0479 0.34 0.38 0.12
H 13.9235 9.0539 23.2790 -0.32 -0.27 -0.37
H 14.9084 7.7082 22.6830 0.44 0.27 0.26
H 14.2998 8.8209 21.5062 0.10 0.49 0.15
C 14.9197 21.0241 9.6208 -0.87 0.51 -0.28
C 14.1965 22.1577 8.8399 0.37 -0.56 0.55
N 12.9685 21.6319 8.2046 -4.57 -0.97 -0.55
C 12.8087 21.2645 6.8702 -1.10 -0.53 0.33
C 11.5026 20.7545 6.6504 2.20 2.31 0.13
N 10.7908 20.9864 7.8079 2.82 -0.09 0.91
C 11.6862 21.4145 8.7488 0.94 0.56 -0.89
C 9.3812 20.6627 8.0450 0.38 -0.90 0.10
H 14.9706 20.0992 9.0462 0.49 0.22 -0.23
H 14.2978 20.7639 10.4773 0.07 0.15 0.21
H 15.8803 21.3892 9.9841 0.00 -0.26 -0.17
H 14.7864 22.6326 8.0560 0.04 -0.41 -0.14
H 13.9852 22.9718 9.5332 -0.53 -0.10 -0.09
H 13.6163 21.5108 6.1967 -0.16 -0.47 -0.22
H 11.0346 20.5711 5.6945 0.00 -0.23 0.19
H 11.3990 21.6104 9.7713 0.17 0.04 -0.06
H 9.2798 19.5808 8.1311 0.21 -0.08 0.27
H 8.7912 20.8817 7.1551 -0.03 0.81 0.40
H 9.1143 21.1088 9.0031 -0.50 0.23 -0.51